Molecular formula: C25H25FN4O4
Method: DFT, ωB97M-V with the def2-TZVPD basis set

Output
Total charge: 0
Frontier orbital gap in eV: 9.27
SMILES string: CCCCc1ccc(N2C(=O)[C@H]3[C@@H](C2=O)[C@]2(N[C@@H]3CC(N)=O)C(=O)Nc3ccc(F)cc32)cc1
LUMO in eV: 0.6

Positions of all 59 atoms, in Å:
C -8.859 -2.588 1.174
C -8.338 -1.551 0.187
C -6.852 -1.272 0.395
C -6.321 -0.227 -0.595
C -4.859 0.017 -0.363
C -4.438 0.986 0.540
C -3.095 1.183 0.797
C -2.154 0.406 0.137
N -0.770 0.610 0.393
C -0.166 1.851 0.287
O -0.724 2.866 -0.032
C 1.307 1.681 0.601
C 1.497 0.182 0.786
C 0.106 -0.418 0.663
O -0.182 -1.581 0.768
C 2.406 -0.257 -0.391
N 3.110 0.964 -0.729
C 2.194 2.089 -0.594
C 2.980 3.379 -0.332
C 2.064 4.450 0.249
N 1.251 5.043 -0.651
O 2.084 4.753 1.421
C 1.534 -0.824 -1.539
O 0.702 -0.221 -2.177
N 1.894 -2.122 -1.723
C 2.916 -2.510 -0.866
C 3.541 -3.736 -0.760
C 4.570 -3.862 0.162
C 4.939 -2.775 0.936
F 5.949 -2.924 1.816
C 4.313 -1.539 0.845
C 3.293 -1.424 -0.070
C -2.553 -0.559 -0.774
C -3.900 -0.751 -1.013
H -9.918 -2.775 1.011
H -8.725 -2.243 2.197
H -8.323 -3.528 1.059
H -8.901 -0.622 0.306
H -8.500 -1.908 -0.833
H -6.286 -2.198 0.275
H -6.687 -0.914 1.414
H -6.880 0.702 -0.468
H -6.482 -0.586 -1.614
H -5.171 1.594 1.050
H -2.774 1.939 1.497
H 1.565 2.264 1.488
H 1.953 -0.104 1.734
H 3.549 0.923 -1.642
H 1.557 2.215 -1.485
H 3.438 3.734 -1.256
H 3.763 3.165 0.396
H 1.094 4.629 -1.553
H 0.514 5.628 -0.290
H 1.445 -2.736 -2.385
H 3.243 -4.574 -1.370
H 5.091 -4.798 0.285
H 4.627 -0.712 1.461
H -1.810 -1.143 -1.294
H -4.213 -1.503 -1.722

Mulliken population analysis, charges in e, atoms 1 to 2: -1.291 -0.321